# 1
{
  "formula": "C47H55N4O4SbSi2Ti",
  "method": "ωB97M-V/def2-TZVPD",
  "largest_force_ev_per_a": 1.00,
  "total_charge": -2,
  "gap_ev": [3.76, 5.44],
  "e_tot_ev": -109196.195,
  "s2": 2.055,
  "multiplicity": 3,
  "species": ["Ti", "C", "O", "C", "C", "C", "C", "C", "C", "N", "N", "C", "O", "C", "C", "C", "C", "C", "C", "C", "O", "H", "H", "H", "H", "H", "H", "H", "H", "H", "H", "H", "H", "C", "Si", "C", "C", "N", "C", "C", "C", "C", "C", "C", "N", "Si", "C", "C", "C", "H", "H", "H", "H", "H", "H", "H", "H", "H", "H", "H", "H", "H", "H", "H", "H", "H", "H", "H", "H", "H", "H", "C", "C", "C", "C", "C", "C", "Sb", "C", "C", "C", "C", "C", "C", "C", "C", "C", "C", "C", "C", "H", "H", "H", "H", "H", "H", "H", "H", "H", "H", "H", "H", "H", "H", "H", "C", "C", "O", "H", "H", "H", "H", "H", "H"],
  "xyz": [[-0.18317, 1.02780, -0.16109], [2.49775, -0.02080, 3.05157], [3.73848, -0.08297, 2.36330], [3.89054, 0.41598, 1.09169], [5.23049, 0.57257, 0.72464], [5.56515, 1.11240, -0.50972], [4.57089, 1.53169, -1.36921], [3.20286, 1.39571, -1.03150], [2.25003, 1.95181, -1.93089], [0.91563, 1.91267, -1.77324], [0.18372, 2.56749, -2.70032], [-1.08439, 2.35403, -2.48196], [-1.46690, 1.44125, -1.59696], [-2.08877, 3.18626, -3.14479], [-3.42159, 3.12770, -2.73800], [-4.37787, 3.93675, -3.33937], [-4.02602, 4.81320, -4.35559], [-2.69386, 4.87966, -4.76157], [-1.73643, 4.08076, -4.16350], [2.86411, 0.74982, 0.19957], [1.57823, 0.48929, 0.46232], [2.73271, -0.27017, 4.08731], [1.79967, -0.75182, 2.66076], [2.04959, 0.97066, 2.99610], [5.97973, 0.26469, 1.44285], [6.60776, 1.22208, -0.78681], [4.81993, 1.99740, -2.31605], [2.62365, 2.48089, -2.80594], [-3.69023, 2.45736, -1.93280], [-5.40550, 3.87994, -2.99928], [-4.77341, 5.44682, -4.81795], [-2.40105, 5.56475, -5.54941], [-0.69966, 4.13914, -4.46620], [-4.76264, 0.09868, -0.35518], [-3.18976, -0.78846, 0.16952], [-3.70577, -2.19130, 1.33412], [-2.71396, -1.70587, -1.40354], [-2.00391, 0.29806, 0.80347], [-2.47099, 1.28034, 1.68201], [-3.61749, 1.11190, 2.46909], [-4.09741, 2.06606, 3.36079], [-3.38704, 3.23864, 3.50512], [-2.22060, 3.42131, 2.76570], [-1.71921, 2.49376, 1.84664], [-0.51944, 2.64267, 1.12761], [0.48473, 4.06556, 1.10386], [2.19322, 3.68725, 1.76646], [0.69000, 4.93001, -0.55163], [0.00443, 5.55351, 2.18401], [-5.51111, -0.65630, -0.61977], [-4.54250, 0.67575, -1.25668], [-5.19170, 0.77629, 0.37930], [-4.28179, -2.93690, 0.77623], [-4.31406, -1.86150, 2.17790], [-2.83084, -2.68919, 1.75951], [-3.63641, -1.78373, -1.98945], [-2.35902, -2.72275, -1.23469], [-1.97365, -1.21100, -2.02380], [-4.15890, 0.17956, 2.39333], [-5.00009, 1.87270, 3.92935], [-3.71128, 4.01118, 4.19370], [-1.67334, 4.32793, 2.92946], [2.73666, 2.90439, 1.23782], [2.12229, 3.39100, 2.81737], [2.79376, 4.60068, 1.70910], [0.43260, 4.35002, -1.43326], [1.73584, 5.23481, -0.65171], [0.07333, 5.83336, -0.54971], [0.03063, 5.36096, 3.25768], [-0.96160, 5.99545, 1.93678], [0.77895, 6.29299, 1.95217], [-0.55310, -7.18009, -0.96680], [-1.52097, -6.42866, -0.31231], [-1.24267, -5.12174, 0.06550], [0.00262, -4.54568, -0.19345], [0.96132, -5.31170, -0.84842], [0.68577, -6.62148, -1.23434], [0.32536, -2.48157, 0.32932], [0.03282, -2.81730, 2.42442], [0.26586, -4.05358, 3.02239], [0.00323, -4.25424, 4.37359], [-0.51108, -3.21628, 5.13775], [-0.76332, -1.98401, 4.54933], [-0.49413, -1.78495, 3.20163], [2.43873, -2.62441, 0.21523], [3.23376, -3.27072, 1.15664], [4.61085, -3.34015, 0.98765], [5.20053, -2.76080, -0.12860], [4.41896, -2.10442, -1.06561], [3.04235, -2.02988, -0.89114], [-0.76777, -8.19945, -1.26697], [-2.49452, -6.85305, -0.09876], [-2.01261, -4.55476, 0.57767], [1.93923, -4.89442, -1.06093], [1.44747, -7.19981, -1.74377], [0.64649, -4.88252, 2.43482], [0.19526, -5.22177, 4.82239], [-0.72850, -3.37078, 6.18838], [-1.18426, -1.17083, 5.12752], [-0.73133, -0.82551, 2.74781], [2.78719, -3.70746, 2.04166], [5.22291, -3.82367, 1.73981], [6.27703, -2.79043, -0.24796], [4.87762, -1.60465, -1.90949], [2.43811, -1.47178, -1.59993], [1.15558, -1.64091, -4.92701], [0.79488, -0.41821, -4.11155], [0.16457, -0.86399, -2.91977], [1.75699, -1.36421, -5.79649], [0.26126, -2.16176, -5.27185], [1.73475, -2.34229, -4.32373], [0.12535, 0.24449, -4.67041], [1.69264, 0.16375, -3.86785], [-0.30926, -0.10698, -2.53295]],
  "atomic_forces_ev_per_a": [[-0.414, 0.433, 0.796], [0.132, 0.030, -0.177], [0.002, -0.177, -0.042], [0.172, 0.186, 0.008], [-0.116, 0.058, 0.157], [-0.028, 0.025, -0.099], [0.067, -0.050, 0.143], [0.140, 0.183, -0.256], [-0.158, -0.102, 0.163], [0.440, -0.276, 0.125], [0.244, 0.153, -0.196], [-0.192, -0.228, -0.058], [-0.216, 0.439, -0.504], [0.155, -0.266, -0.056], [-0.207, 0.058, -0.039], [0.045, -0.116, 0.094], [0.017, 0.046, -0.019], [0.011, -0.053, 0.029], [-0.034, 0.120, -0.110], [-0.360, -0.103, -0.083], [-0.014, -0.089, 0.168], [-0.007, 0.030, 0.010], [-0.094, -0.011, -0.011], [-0.048, 0.034, -0.024], [0.034, 0.013, -0.013], [0.019, 0.006, -0.003], [0.024, 0.004, -0.022], [0.006, -0.023, 0.012], [0.051, 0.023, -0.012], [-0.013, 0.016, -0.010], [-0.009, 0.004, -0.015], [-0.004, 0.010, -0.005], [0.015, -0.017, 0.023], [-0.185, 0.022, -0.115], [0.345, 0.277, -0.025], [-0.038, -0.079, 0.141], [0.038, -0.056, -0.069], [0.299, 0.108, 0.082], [0.209, -0.141, 0.192], [-0.008, -0.084, 0.041], [0.043, 0.003, -0.029], [-0.003, -0.024, -0.018], [0.042, 0.052, 0.004], [0.201, -0.133, 0.011], [-0.529, 0.054, 0.011], [-0.256, -0.431, 0.086], [0.173, -0.060, 0.058], [-0.055, 0.033, -0.140], [0.092, 0.085, 0.030], [-0.059, 0.033, -0.017], [-0.005, -0.046, -0.016], [0.007, 0.005, 0.057], [-0.011, -0.018, -0.022], [-0.032, -0.006, 0.007], [0.052, -0.026, -0.004], [0.007, -0.028, -0.048], [0.029, -0.087, 0.070], [-0.038, 0.077, -0.016], [-0.006, -0.028, -0.004], [-0.016, 0.003, 0.017], [0.002, 0.021, 0.009], [0.008, 0.070, 0.019], [-0.059, 0.024, -0.049], [0.021, 0.010, 0.023], [0.046, 0.017, 0.060], [0.001, -0.030, 0.043], [0.023, 0.060, -0.014], [-0.005, 0.037, -0.047], [0.057, -0.002, 0.028], [-0.017, 0.004, -0.067], [-0.010, 0.074, 0.058], [-0.075, -0.112, 0.002], [0.058, 0.102, 0.016], [0.001, -0.129, -0.021], [-0.073, -0.105, 0.040], [-0.013, -0.145, -0.068], [0.063, 0.129, 0.019], [-0.189, 0.399, -0.242], [-0.017, -0.147, 0.073], [0.027, -0.071, 0.167], [0.012, 0.053, -0.088], [-0.025, 0.025, 0.031], [0.007, 0.002, -0.011], [-0.072, 0.035, -0.020], [0.167, -0.060, 0.079], [0.096, 0.005, -0.043], [-0.061, 0.049, -0.050], [0.042, -0.040, 0.043], [-0.109, -0.044, -0.098], [0.096, -0.065, -0.011], [0.004, 0.001, -0.002], [-0.008, -0.028, -0.002], [0.008, 0.062, -0.001], [-0.008, 0.030, 0.019], [-0.001, -0.025, -0.010], [-0.006, 0.027, -0.028], [-0.006, -0.013, 0.014], [0.006, 0.001, 0.006], [-0.002, -0.006, 0.031], [0.005, -0.038, -0.030], [-0.033, -0.011, 0.024], [0.016, -0.013, 0.001], [0.014, 0.002, -0.009], [0.012, 0.004, 0.007], [-0.006, -0.035, -0.025], [0.059, -0.046, -0.075], [0.064, 0.047, 0.080], [-0.111, 0.050, -0.068], [-0.025, 0.018, -0.006], [-0.036, 0.012, 0.014], [0.028, 0.028, 0.051], [0.014, -0.036, -0.017], [-0.020, -0.029, 0.001], [0.076, -0.034, -0.112]]
}

=====

# 2
{
  "formula": "C12H16N2O3",
  "method": "ωB97M-V/def2-TZVPD",
  "largest_force_ev_per_a": 15.28,
  "gap_ev": 8.28,
  "e_tot_ev": -21815.137,
  "species": ["C", "C", "O", "C", "C", "N", "C", "C", "H", "C", "O", "N", "H", "C", "H", "H", "C", "H", "C", "H", "H", "C", "H", "C", "H", "O", "H", "H", "H", "H", "H", "H", "H"],
  "xyz": [[-5.42415, -0.48194, 1.31646], [-4.96695, -0.05798, -0.01963], [-5.67039, 0.19489, -0.87034], [-3.41107, 0.02263, -0.11755], [-2.67757, 0.37357, -1.40540], [-1.27591, 0.50920, -0.96417], [-1.06895, 0.18373, 0.32085], [-2.37877, -0.39129, 0.89412], [-2.52837, -0.72430, 1.89711], [0.09867, -0.19205, 1.02480], [0.32544, -0.89153, 2.28254], [1.30543, 0.31424, 0.54498], [1.07156, 0.86110, -0.59933], [2.54201, 0.22208, 1.01176], [2.53166, -0.52798, 1.75002], [3.09756, 1.30485, 1.16078], [3.29338, -0.37443, -0.34258], [2.88171, -1.33391, -0.47161], [4.72870, -0.76748, 0.22298], [5.08718, -1.61015, 0.45921], [5.13693, -0.13049, 0.95100], [5.67383, -0.07246, -0.99377], [6.54417, 0.24386, -0.79634], [4.63330, 1.00129, -1.55357], [4.64902, 0.74416, -2.64451], [3.19902, 0.30002, -1.37021], [4.66750, 1.86647, -1.29676], [5.61787, -1.08624, -1.69896], [-0.50919, 0.76314, -1.55101], [-3.04222, 0.84869, -2.15909], [-4.98508, -1.63722, 1.58364], [-6.43200, -0.71400, 1.16082], [-5.10418, 0.10828, 2.14002]],
  "atomic_forces_ev_per_a": [[1.611, -4.641, 0.591], [7.006, -1.465, 5.260], [-4.456, 1.725, -5.893], [3.189, -0.966, -2.001], [3.410, -2.536, 10.742], [-3.103, -0.010, -1.360], [-5.828, -4.328, 2.597], [0.721, 4.373, -4.577], [0.138, -0.173, 0.302], [6.790, -1.818, 6.440], [-2.587, 3.413, -6.636], [-9.057, 2.911, -5.407], [1.908, -2.046, 4.748], [4.881, 1.665, -3.093], [0.556, -0.395, 1.418], [-1.401, -2.565, 0.425], [1.666, -5.605, 10.501], [-1.405, -1.440, -0.166], [0.076, 9.347, -4.790], [1.655, -7.148, 1.155], [-0.697, 1.119, 2.062], [-10.513, -5.788, -2.458], [6.528, 2.268, 1.696], [-0.730, -14.179, -5.645], [0.279, 1.673, 0.733], [3.038, 6.159, -5.659], [0.151, 10.317, 3.291], [0.867, 3.199, 0.962], [-0.043, 0.118, -0.644], [-1.860, 2.634, -4.946], [-0.751, 3.146, -0.878], [-1.878, 0.325, 0.659], [-0.160, 0.712, 0.569]]
}

=====

# 3
{
  "formula": "C4H9NO",
  "method": "ωB97M-V/def2-TZVPD",
  "largest_force_ev_per_a": 0.31,
  "gap_ev": 10.67,
  "smiles": "C[C@H]1N[C@H]1CO",
  "e_tot_ev": -7830.355,
  "species": ["C", "C", "N", "C", "C", "O", "H", "H", "H", "H", "H", "H", "H", "H", "H"],
  "xyz": [[0.12813, -1.53788, 0.82214], [0.83872, -0.63413, -0.16948], [0.11806, -0.21434, -1.37652], [0.50901, 0.79440, -0.39500], [-0.66003, 1.49821, 0.27248], [-1.82803, 0.72018, 0.23930], [-0.43388, -0.96714, 1.56428], [-0.57711, -2.19386, 0.30186], [0.85503, -2.16666, 1.34482], [1.88954, -0.87499, -0.32970], [0.72204, -0.21550, -2.19239], [1.33879, 1.45439, -0.64610], [-0.81048, 2.46437, -0.23720], [-0.42468, 1.71467, 1.32236], [-1.76250, 0.20627, -0.58478]],
  "atomic_forces_ev_per_a": [[0.002, 0.019, 0.006], [0.140, -0.135, 0.157], [0.058, -0.056, -0.268], [0.075, 0.187, 0.090], [0.256, 0.162, 0.078], [-0.111, -0.093, -0.215], [0.051, -0.090, -0.094], [0.106, 0.093, 0.072], [-0.092, 0.096, -0.056], [-0.155, 0.010, 0.028], [-0.121, 0.037, 0.091], [-0.102, -0.091, 0.017], [-0.019, -0.132, 0.085], [-0.014, -0.035, -0.137], [-0.075, 0.030, 0.145]]
}